a.
# C4H8O4

A cluster of 2 separate species, C4H8O4 in total (ωB97M-V/def2-TZVPD, the Open Molecules 2025 dataset).

**Frontier orbital gap**: 11.1 eV
**Highest occupied orbital energy**: -10.62 eV
**LUMO level**: 0.52 eV
**Total charge**: 0

Geometry (Å):
1 C -3.0802 1.8534 2.5387
2 C -1.8826 1.0076 2.2550
3 O -2.0651 -0.2507 2.8128
4 H 3.2305 0.3101 -3.0712
5 C 2.3770 -0.1790 -2.5723
6 O 3.6548 -1.9888 -1.4631
7 O -1.0314 1.2188 1.4064
8 H -2.8922 2.3790 3.4900
9 H -4.0395 1.3148 2.6179
10 H -1.3359 -0.8432 2.4821
11 H -3.1627 2.6024 1.7332
12 C 2.7295 -1.6698 -2.2183
13 O 1.8347 -2.5695 -2.8253
14 H 2.2157 0.3061 -1.5949
15 H 1.9711 -3.4596 -2.3996
16 H 1.4761 -0.0315 -3.1912

Atom charges from the Mulliken analysis, given in e for atoms 1 to 5: atom 1 (C): -0.831, atom 2 (C): 0.680, atom 3 (O): -0.454, atom 4 (H): 0.256, atom 5 (C): -0.738

=====

b.
# C4H8O4

An isolated molecule of C4H8O4 (ωB97M-V/def2-TZVPD, the Open Molecules 2025 dataset).

**Frontier orbital gap**: 10.1 eV
**Highest occupied orbital energy**: -9.28 eV
**LUMO level**: 0.86 eV
**Total charge**: 0

Geometry (Å):
1 C 1.7592 0.6940 -0.2606
2 H 1.7618 0.4379 -1.2923
3 C -0.6312 -0.6171 -0.4612
4 O -1.6369 -1.3391 -0.0775
5 H 2.5968 1.2018 0.1501
6 C -0.5392 0.7003 0.3401
7 H 1.9221 -0.7539 1.4413
8 H -1.9533 1.5924 -0.6561
9 H -0.4783 -0.3057 -1.4966
10 H -1.3087 -1.7533 0.8183
11 H 2.4996 -1.3052 -0.1595
12 O 0.4117 -1.4531 -0.0007
13 O -1.7248 1.2828 0.2008
14 O 0.5759 1.5409 -0.0783
15 H -0.2302 0.4506 1.3689
16 C 1.7751 -0.7467 0.2936

Atom charges from the Mulliken analysis, given in e for atoms 1 to 5: atom 1 (C): -0.485, atom 2 (H): 0.316, atom 3 (C): 0.060, atom 4 (O): -0.540, atom 5 (H): 0.365

=====

The winner here is a, beating the second structure by 3.236 eV.